Record 1
# C32H57N6O5S

A 3-piece molecular cluster, C32H57N6O5S overall at a distorted geometry (ωB97M-V with the def2-TZVPD basis set, the OMol25 dataset).

Last columns: bonded neighbours and bond lengths (Å).
Atoms and positions in Å:
1 O -6.53 0.81 -4.69  C2 1.468, H23 0.989
2 C -5.37 0.67 -3.80  O1 1.468, C3 1.615, H24 1.141, H25 1.142
3 C -5.75 1.31 -2.37  C2 1.615, C4 1.601, H26 1.144, H27 1.157
4 C -4.88 2.60 -1.97  C3 1.601, C5 1.609, H28 1.153, H29 1.152
5 C -3.33 2.29 -1.72  C4 1.609, C6 1.549, N22 1.402
6 C -2.71 2.78 -0.38  C5 1.549, C7 1.542, H30 1.145
7 C -1.22 2.58 -0.05  C6 1.542, C8 1.592, C16 1.579
8 C -0.52 3.10 1.29  C7 1.592, C9 1.602, H31 1.156, H32 1.156
9 C 0.03 1.95 2.26  C8 1.602, S10 1.872, H33 1.155, H34 1.140
10 S -1.25 0.65 2.67  C9 1.872, C11 1.859
11 C -0.38 -0.93 2.22  S10 1.859, N12 1.426, O15 1.414
12 N 0.72 -1.51 2.92  C11 1.426, N13 1.373
13 N 1.01 -2.63 2.18  N12 1.373, C14 1.442
14 C 0.12 -2.71 1.04  N13 1.442, O15 1.435, H35 1.133
15 O -0.81 -1.61 1.06  C11 1.414, C14 1.435
16 C -0.45 1.82 -1.20  C7 1.579, C17 1.593, N21 1.421
17 C 1.11 1.53 -1.12  C16 1.593, C18 1.607, H36 1.137, H37 1.154
18 C 1.57 0.13 -1.77  C17 1.607, C19 1.627, H38 1.156, H39 1.139
19 C 2.28 0.35 -3.22  C18 1.627, O20 1.465, H40 1.157, H41 1.143
20 O 3.72 0.07 -3.15  C19 1.465, H42 0.987
21 N -1.24 1.45 -2.32  C16 1.421, N22 1.322, H43 1.042
22 N -2.51 1.60 -2.63  C5 1.402, N21 1.322
23 H -6.42 0.07 -5.34  O1 0.989
24 H -4.50 1.22 -4.28  C2 1.141
25 H -5.19 -0.44 -3.61  C2 1.142
26 H -5.78 0.55 -1.51  C3 1.144
27 H -6.84 1.69 -2.48  C3 1.157
28 H -5.28 3.15 -1.04  C4 1.153
29 H -4.94 3.38 -2.82  C4 1.152
30 H -3.39 3.34 0.35  C6 1.145
31 H 0.32 3.87 1.10  C8 1.156
32 H -1.34 3.67 1.88  C8 1.156
33 H 0.28 2.47 3.26  C9 1.155
34 H 0.99 1.45 1.91  C9 1.140
35 H 0.16 -3.52 0.25  C14 1.133
36 H 1.54 1.58 -0.07  C17 1.137
37 H 1.63 2.36 -1.72  C17 1.154
38 H 2.42 -0.28 -1.10  C18 1.156
39 H 0.77 -0.68 -1.79  C18 1.139
40 H 2.20 1.45 -3.57  C19 1.157
41 H 1.85 -0.34 -4.02  C19 1.143
42 H 4.17 0.54 -3.89  O20 0.987
43 H -0.68 0.96 -3.06  N21 1.042
44 C -2.91 -5.22 0.53  C45 1.551, H55 1.087, H56 1.096, H57 1.093
45 C -3.26 -6.61 -0.06  C44 1.551, C46 1.548, N50 1.495, C54 1.555
46 C -4.35 -7.32 0.79  C45 1.548, C47 1.521, H58 1.097, H59 1.096
47 C -3.84 -7.97 2.07  C46 1.521, C48 1.522, H60 1.094, H61 1.095
48 C -2.66 -8.88 1.76  C47 1.522, C49 1.542, H62 1.095, H63 1.098
49 C -1.53 -8.15 1.01  C48 1.542, N50 1.500, C52 1.549, C53 1.551
50 N -2.01 -7.42 -0.21  C45 1.495, C49 1.500, O51 1.360
51 O -2.23 -8.35 -1.17  N50 1.360
52 C -0.84 -7.18 2.01  C49 1.549, H64 1.095, H65 1.093, H66 1.090
53 C -0.41 -9.17 0.68  C49 1.551, H67 1.093, H68 1.093, H69 1.094
54 C -3.94 -6.26 -1.41  C45 1.555, H70 1.094, H71 1.095, H72 1.093
55 H -2.03 -5.20 1.17  C44 1.087
56 H -2.69 -4.50 -0.27  C44 1.096
57 H -3.74 -4.81 1.11  C44 1.093
58 H -4.82 -8.11 0.19  C46 1.097
59 H -5.15 -6.62 1.04  C46 1.096
60 H -3.56 -7.20 2.80  C47 1.094
61 H -4.64 -8.55 2.53  C47 1.095
62 H -2.28 -9.31 2.69  C48 1.095
63 H -3.02 -9.73 1.16  C48 1.098
64 H -0.09 -6.56 1.50  C52 1.095
65 H -0.31 -7.74 2.79  C52 1.093
66 H -1.53 -6.53 2.54  C52 1.090
67 H -0.77 -10.02 0.08  C53 1.093
68 H 0.01 -9.60 1.59  C53 1.093
69 H 0.41 -8.70 0.13  C53 1.094
70 H -3.22 -5.81 -2.11  C54 1.094
71 H -4.75 -5.54 -1.26  C54 1.095
72 H -4.39 -7.13 -1.90  C54 1.093
73 C 4.33 8.10 0.58  C74 1.552, H84 1.086, H85 1.095, H86 1.093
74 C 3.71 6.89 1.33  C73 1.552, C75 1.549, N79 1.497, C83 1.555
75 C 4.57 6.46 2.53  C74 1.549, C76 1.521, H87 1.097, H88 1.095
76 C 5.80 5.63 2.18  C75 1.521, C77 1.522, H89 1.093, H90 1.095
77 C 5.40 4.44 1.31  C76 1.522, C78 1.542, H91 1.095, H92 1.099
78 C 4.63 4.87 0.05  C77 1.542, N79 1.500, C81 1.548, C82 1.549
79 N 3.47 5.77 0.35  C74 1.497, C78 1.500, O80 1.361
80 O 2.47 5.00 0.85  N79 1.361
81 C 5.63 5.56 -0.92  C78 1.548, H93 1.095, H94 1.093, H95 1.089
82 C 4.20 3.60 -0.73  C78 1.549, H96 1.093, H97 1.093, H98 1.095
83 C 2.40 7.48 1.92  C74 1.555, H99 1.094, H100 1.094, H101 1.093
84 H 4.93 7.84 -0.29  C73 1.086
85 H 3.56 8.77 0.20  C73 1.095
86 H 4.97 8.68 1.25  C73 1.093
87 H 3.97 5.87 3.23  C75 1.097
88 H 4.89 7.34 3.10  C75 1.095
89 H 6.55 6.25 1.67  C76 1.093
90 H 6.27 5.26 3.09  C76 1.095
91 H 6.29 3.88 1.03  C77 1.095
92 H 4.78 3.76 1.91  C77 1.099
93 H 5.12 5.98 -1.79  C81 1.095
94 H 6.36 4.84 -1.30  C81 1.093
95 H 6.22 6.35 -0.45  C81 1.089
96 H 3.58 2.93 -0.12  C82 1.093
97 H 5.06 3.02 -1.05  C82 1.093
98 H 3.63 3.87 -1.63  C82 1.095
99 H 1.69 7.75 1.14  C83 1.094
100 H 2.62 8.39 2.49  C83 1.094
101 H 1.90 6.80 2.61  C83 1.093

Calculated values
- Charge: +1
- 2S+1: 3
- E_HOMO (spin up / spin down): -10.4 / -11.0 eV
- Electronic energy: -64104.187 eV
- E_LUMO (spin up / spin down): -0.161 / -0.161 hartree
- Orbital gap (spin up / spin down): 6.00 / 6.64 eV

Record 2
# C32H58Br2N2O22

A 9-piece molecular cluster, C32H58Br2N2O22 overall at a distorted geometry (ωB97M-V with the def2-TZVPD basis set, the OMol25 dataset).

Last columns: bonded neighbours and bond lengths (Å).
Atoms and positions in Å:
1 C -2.23 -8.35 5.26  O2 1.411, H10 1.095, H11 1.096, H12 1.094
2 O -2.38 -6.96 5.08  C1 1.411, C3 1.404
3 C -3.32 -6.64 4.09  O2 1.404, C4 1.504, H13 1.095, H14 1.101
4 C -3.12 -5.22 3.62  C3 1.504, N5 1.449, H15 1.105, H16 1.096
5 N -2.09 -5.06 2.62  C4 1.449, C6 1.490, H17 1.014
6 C -0.76 -5.56 3.06  N5 1.490, C7 1.511, H18 1.086, H19 1.103
7 C 0.23 -5.20 1.98  C6 1.511, O8 1.418, H20 1.102, H21 1.106
8 O 0.38 -3.79 1.95  C7 1.418, C9 1.414
9 C 1.67 -3.37 1.55  O8 1.414, H22 1.091, H23 1.088, H24 1.097
10 H -2.05 -8.90 4.33  C1 1.095
11 H -3.06 -8.79 5.82  C1 1.096
12 H -1.34 -8.48 5.87  C1 1.094
13 H -4.34 -6.77 4.46  C3 1.095
14 H -3.23 -7.29 3.21  C3 1.101
15 H -2.99 -4.57 4.50  C4 1.105
16 H -4.07 -4.88 3.18  C4 1.096
17 H -1.78 -4.11 2.43  N5 1.014
18 H -0.78 -6.62 3.30  C6 1.086
19 H -0.44 -4.99 3.96  C6 1.103
20 H 0.02 -5.68 1.01  C7 1.102
21 H 1.19 -5.69 2.20  C7 1.106
22 H 2.41 -3.67 2.29  C9 1.091
23 H 1.61 -2.29 1.47  C9 1.088
24 H 1.90 -3.72 0.53  C9 1.097
25 C 2.67 5.46 1.59  O26 1.419, H34 1.092, H35 1.095, H36 1.093
26 O 1.72 6.02 0.70  C25 1.419, C27 1.408
27 C 2.21 6.30 -0.59  O26 1.408, C28 1.521, H37 1.103, H38 1.104
28 C 1.07 6.47 -1.58  C27 1.521, N29 1.459, H39 1.090, H40 1.101
29 N 0.62 5.15 -2.01  C28 1.459, C30 1.468, H41 1.003
30 C -0.62 5.30 -2.79  N29 1.468, C31 1.514, H42 1.095, H43 1.095
31 C -1.40 4.01 -2.87  C30 1.514, O32 1.399, H44 1.099, H45 1.096
32 O -2.03 3.83 -1.63  C31 1.399, C33 1.421
33 C -2.97 2.76 -1.56  O32 1.421, H46 1.096, H47 1.091, H48 1.095
34 H 3.41 6.22 1.84  C25 1.092
35 H 3.07 4.50 1.26  C25 1.095
36 H 2.09 5.24 2.50  C25 1.093
37 H 2.91 5.50 -0.88  C27 1.103
38 H 2.86 7.20 -0.62  C27 1.104
39 H 1.46 7.06 -2.41  C28 1.090
40 H 0.31 7.05 -1.04  C28 1.101
41 H 0.58 4.52 -1.23  N29 1.003
42 H -0.41 5.54 -3.84  C30 1.095
43 H -1.25 6.07 -2.35  C30 1.095
44 H -0.72 3.17 -3.09  C31 1.099
45 H -2.10 4.03 -3.71  C31 1.096
46 H -3.66 2.67 -2.41  C33 1.096
47 H -3.62 2.91 -0.70  C33 1.091
48 H -2.44 1.81 -1.50  C33 1.095
49 O 0.37 -1.51 -6.46  C50 1.184
50 C 0.46 -2.46 -5.76  O49 1.184, O51 1.355, O54 1.374
51 O -0.24 -2.69 -4.62  C50 1.355, C52 1.445
52 C 0.40 -3.76 -3.90  O51 1.445, C53 1.537, H55 1.088, H56 1.095
53 C 1.53 -4.22 -4.82  C52 1.537, O54 1.422, H57 1.083, H58 1.096
54 O 1.23 -3.57 -6.05  C50 1.374, C53 1.422
55 H 0.64 -3.37 -2.91  C52 1.088
56 H -0.42 -4.49 -3.83  C52 1.095
57 H 1.62 -5.29 -4.98  C53 1.083
58 H 2.48 -3.89 -4.38  C53 1.096
59 O 5.39 1.73 -4.36  C60 1.176
60 C 4.28 2.09 -4.55  O59 1.176, O61 1.354, O64 1.344
61 O 3.22 1.26 -4.43  C60 1.354, C62 1.454
62 C 1.98 2.02 -4.44  O61 1.454, C63 1.555, H65 1.086, H66 1.083
63 C 2.53 3.47 -4.45  C62 1.555, O64 1.416, H67 1.093, H68 1.092
64 O 3.86 3.31 -4.91  C60 1.344, C63 1.416
65 H 1.36 1.77 -5.30  C62 1.086
66 H 1.46 1.77 -3.52  C62 1.083
67 H 2.41 4.00 -3.50  C63 1.093
68 H 1.98 4.09 -5.16  C63 1.092
69 O 3.91 0.79 1.07  C70 1.182
70 C 3.93 0.09 0.12  O69 1.182, O71 1.352, O74 1.341
71 O 4.55 0.38 -1.04  C70 1.352, C72 1.454
72 C 4.52 -0.75 -1.95  O71 1.454, C73 1.538, H75 1.087, H76 1.087
73 C 3.47 -1.68 -1.30  C72 1.538, O74 1.427, H77 1.092, H78 1.087
74 O 3.25 -1.06 -0.03  C70 1.341, C73 1.427
75 H 4.22 -0.34 -2.91  C72 1.087
76 H 5.52 -1.16 -2.04  C72 1.087
77 H 3.92 -2.64 -1.03  C73 1.092
78 H 2.56 -1.87 -1.85  C73 1.087
79 O -3.83 -0.93 -1.86  C80 1.177
80 C -3.25 -1.60 -1.09  O79 1.177, O81 1.366, O84 1.349
81 O -2.68 -2.80 -1.39  C80 1.366, C82 1.428
82 C -1.75 -3.07 -0.34  O81 1.428, C83 1.519, H85 1.090, H86 1.091
83 C -2.45 -2.46 0.87  C82 1.519, O84 1.462, H87 1.083, H88 1.090
84 O -3.07 -1.31 0.22  C80 1.349, C83 1.462
85 H -1.55 -4.13 -0.21  C82 1.090
86 H -0.78 -2.61 -0.53  C82 1.091
87 H -1.72 -2.17 1.61  C83 1.083
88 H -3.29 -3.05 1.23  C83 1.090
89 O 0.01 -0.61 -1.92  C90 1.190
90 C 0.25 0.05 -0.96  O89 1.190, O91 1.357, O94 1.344
91 O 0.82 1.28 -0.99  C90 1.357, C92 1.418
92 C 0.89 1.83 0.32  O91 1.418, C93 1.553, H95 1.084, H96 1.090
93 C 0.48 0.66 1.25  C92 1.553, O94 1.440, H97 1.091, H98 1.092
94 O 0.06 -0.36 0.31  C90 1.344, C93 1.440
95 H 1.87 2.26 0.45  C92 1.084
96 H 0.10 2.55 0.55  C92 1.090
97 H -0.38 0.88 1.88  C93 1.091
98 H 1.26 0.21 1.87  C93 1.092
99 O -4.95 5.82 -0.36  C100 1.170
100 C -3.95 5.78 0.25  O99 1.170, O101 1.362, O104 1.353
101 O -3.75 5.00 1.35  C100 1.362, C102 1.425
102 C -2.46 5.24 1.89  O101 1.425, C103 1.544, H105 1.095, H106 1.085
103 C -1.76 6.06 0.78  C102 1.544, O104 1.424, H107 1.090, H108 1.085
104 O -2.85 6.54 0.02  C100 1.353, C103 1.424
105 H -2.61 5.91 2.73  C102 1.095
106 H -1.89 4.36 2.19  C102 1.085
107 H -1.13 5.43 0.15  C103 1.090
108 H -1.16 6.86 1.20  C103 1.085
109 Br -2.50 -0.44 3.94  C110 1.972
110 C -0.65 -0.58 4.63  Br109 1.972, C111 1.504, H113 1.080, H114 1.093
111 C -0.77 -0.84 6.10  C110 1.504, Br112 1.949, H115 1.088, H116 1.091
112 Br 0.98 -0.81 6.95  C111 1.949
113 H -0.06 0.24 4.23  C110 1.080
114 H -0.29 -1.51 4.19  C110 1.093
115 H -1.29 -1.77 6.32  C111 1.088
116 H -1.43 -0.13 6.61  C111 1.091

Calculated values
- Charge: 0
- 2S+1: 1
- E_HOMO: -9.3 eV
- Electronic energy: -222232.000 eV
- E_LUMO: 0.002 hartree
- Orbital gap: 9.32 eV